Density functional theory data (ωB97M-V/def2-TZVPD) for a single CH4N2O2 molecule at a distorted geometry.

As for the SMILES: NC(=O)NO. The calculation puts the orbital gap at 10.38 eV. For the relative energy (zero: lowest compared OMol25 entry of this formula, charge and spin), the calculation gives 37.6 kcal/mol. The max |F| is 0.1042 Eh/bohr.

Structure (ORCA input):
```
! wB97M-V def2-TZVPD RIJCOSX def2/J DEFGRID3
* xyz 0 1
N 1.493 -0.286 -0.227
C 0.218 0.306 0.071
O 0.018 1.544 0.062
N -0.856 -0.485 0.195
O -2.171 0.073 -0.121
H 1.931 -1.085 0.487
H 2.072 0.552 -0.076
H -0.858 -1.574 -0.108
H -1.846 0.955 -0.284
*
```



Density functional theory data (ωB97M-V/def2-TZVPD) for a molecular structure, CH4N2O2S at a distorted geometry.

The calculation puts the orbital gap at 10.64 eV. For the relative energy (zero: lowest compared OMol25 entry of this formula, charge and spin), the calculation gives 62.1 kcal/mol. The max |F| is 0.1005 Eh/bohr.

Structure (ORCA input):
```
! wB97M-V def2-TZVPD RIJCOSX def2/J DEFGRID3
* xyz 0 1
C -0.386 0.246 -1.018
N 0.921 -0.164 -0.805
N 1.061 0.319 0.524
O -1.171 1.127 1.604
O -0.915 -1.247 1.166
S -0.589 0.103 0.811
H -0.496 1.389 -1.076
H -1.035 -0.445 -1.615
H 0.870 -1.274 -0.792
H 1.741 -0.054 1.200
*
```



Density functional theory data (ωB97M-V/def2-TZVPD) for 2 unconnected molecules or ions with the total composition CH4N2O3S at a distorted geometry.

The calculation puts the orbital gap at 10.01 eV. For the relative energy (zero: lowest compared OMol25 entry of this formula, charge and spin), the calculation gives 53.0 kcal/mol. The max |F| is 0.1308 Eh/bohr.

Structure (ORCA input):
```
! wB97M-V def2-TZVPD RIJCOSX def2/J DEFGRID3
* xyz 0 1
C 0.019 -1.489 0.349
N 0.914 -0.852 0.883
N 1.162 1.540 0.001
O -0.647 -2.335 -0.114
O -1.686 0.817 0.796
O -1.487 0.562 -1.680
S -0.979 0.328 -0.352
H 1.513 -1.437 1.492
H 1.491 0.836 0.542
H 1.752 2.109 -0.526
H 1.149 2.153 0.959
*
```



Density functional theory data (ωB97M-V/def2-TZVPD) for 2 unconnected molecules or ions with the total composition CH4N2O4 at a distorted geometry.

As for the SMILES: [O-]/[N+](O)=N\O.C=O. The calculation puts the orbital gap at 9.93 eV. For the relative energy (zero: lowest compared OMol25 entry of this formula, charge and spin), the calculation gives 95.1 kcal/mol. The max |F| is 0.1014 Eh/bohr.

Structure (ORCA input):
```
! wB97M-V def2-TZVPD RIJCOSX def2/J DEFGRID3
* xyz 0 1
O -1.524 -2.622 -1.445
N -0.818 -1.963 -0.737
O -0.571 -2.390 0.510
N -0.177 -0.905 -1.045
O -0.380 -0.555 -2.378
H -0.103 -1.749 0.929
H -0.769 -1.443 -2.816
C -0.284 1.405 1.062
O -0.094 0.213 1.052
H 0.566 2.040 1.270
H -1.240 1.786 0.947
*
```



Density functional theory data (ωB97M-V/def2-TZVPD) for a single CH4N2OS molecule at a distorted geometry.

As for the SMILES: NC(=S)NO. The calculation puts the orbital gap at 8.76 eV. For the relative energy (zero: lowest compared OMol25 entry of this formula, charge and spin), the calculation gives 84.7 kcal/mol. The max |F| is 0.1918 Eh/bohr.

Structure (ORCA input):
```
! wB97M-V def2-TZVPD RIJCOSX def2/J DEFGRID3
* xyz 0 1
N 0.502 1.189 -0.066
C -0.190 0.158 0.014
S -1.880 -0.167 0.006
N 0.779 -0.870 0.148
O 2.197 -0.225 -0.134
H 0.001 2.135 0.131
H 1.506 1.115 0.183
H 0.449 -1.458 -0.759
H 2.721 -0.496 0.755
*
```



Density functional theory data (ωB97M-V/def2-TZVPD) for a single CH4N2OS2 molecule at a distorted geometry.

As for the SMILES: ONC(=S)NS. The calculation puts the orbital gap at 9.26 eV. For the relative energy (zero: lowest compared OMol25 entry of this formula, charge and spin), the calculation gives 44.9 kcal/mol. The max |F| is 0.0588 Eh/bohr.

Structure (ORCA input):
```
! wB97M-V def2-TZVPD RIJCOSX def2/J DEFGRID3
* xyz 0 1
O 0.124 -0.425 2.433
N -0.399 0.084 1.289
C 0.209 -0.069 0.077
S 1.771 -0.719 -0.005
N -0.513 0.449 -1.007
S 0.129 0.789 -2.544
H 0.962 -0.813 2.141
H -1.204 0.631 1.388
H -1.488 0.520 -0.856
H 0.409 -0.447 -2.917
*
```



Density functional theory data (ωB97M-V/def2-TZVPD) for 2 unconnected molecules or ions with the total composition CH4N2S at a distorted geometry.

The calculation puts the orbital gap (spin up / spin down) at 8.22 / 8.51 eV. For the relative energy (zero: lowest compared OMol25 entry of this formula, charge and spin), the calculation gives 164.7 kcal/mol. The max |F| is 0.1071 Eh/bohr.

Structure (ORCA input):
```
! wB97M-V def2-TZVPD RIJCOSX def2/J DEFGRID3
* xyz 0 1
C 0.715 -0.564 0.351
N 0.384 0.526 -0.417
N -0.566 -0.073 0.425
S -2.093 -0.421 -0.351
H 0.836 -1.588 -0.032
H 1.321 -0.421 1.316
H 1.003 2.214 0.117
H -1.599 0.327 -1.407
*
```



Density functional theory data (ωB97M-V/def2-TZVPD) for a single CH4N2S molecule at a distorted geometry.

As for the SMILES: [H]/N=C\NS. The calculation puts the orbital gap at 10.20 eV. For the relative energy (zero: lowest compared OMol25 entry of this formula, charge and spin), the calculation gives 37.3 kcal/mol. The max |F| is 0.0506 Eh/bohr.

Structure (ORCA input):
```
! wB97M-V def2-TZVPD RIJCOSX def2/J DEFGRID3
* xyz 0 1
H 0.496 0.158 1.916
N 1.003 0.867 1.436
C 1.163 0.539 0.254
N 0.537 -0.473 -0.416
S -1.205 -0.325 -0.558
H 1.698 1.185 -0.486
H 1.018 -0.722 -1.263
H -1.683 -1.419 0.104
*
```